Formula: C33H72N2O4SSi
Source: the OMol25 dataset
Level of theory: ωB97M-V/def2-TZVPD

Atoms and positions in Å:
S 2.824 -0.594 3.812
Si -0.623 1.028 2.829
O 2.539 6.516 5.012
O -3.498 3.064 -0.156
O 3.673 -5.549 -6.111
O -3.308 5.383 4.453
N 0.290 0.443 4.260
N -1.092 2.704 3.207
C 1.406 0.031 4.084
C 0.579 1.101 1.381
C 1.320 4.504 5.542
C 0.795 2.834 -0.528
C -2.197 0.062 2.460
C -2.867 -2.446 2.740
C -0.128 -2.685 1.527
C 2.740 -7.022 -7.779
C 1.088 4.654 1.382
C 0.573 -3.173 0.226
C 2.055 6.100 7.338
C -2.524 -1.100 3.452
C 1.820 -4.026 0.506
C -2.486 7.628 4.128
C 2.533 -3.571 -3.181
C 0.881 3.957 0.409
C -0.756 -3.889 2.239
C -0.006 1.656 0.050
C 1.042 -3.241 -3.396
C -5.257 3.221 -1.797
C -1.900 -3.552 3.215
C -4.369 2.292 -0.983
C 3.705 -5.880 -7.500
C 1.572 5.960 5.903
C -3.369 6.514 3.585
C 0.824 -2.245 -4.565
C -2.944 6.106 2.182
C -3.543 1.386 -1.879
C 2.998 -3.448 -1.729
C 5.124 -6.245 -7.909
C 0.273 -3.661 -6.565
C 1.327 -2.733 -5.937
C 2.422 -4.549 -0.801
H -1.917 5.728 2.184
H 0.457 -4.133 -3.632
H -2.004 2.821 2.765
H -2.796 7.904 5.137
H 0.722 -4.234 -7.375
H 3.100 -2.828 -3.749
H 2.765 -4.546 -3.608
H 1.479 -1.855 -6.567
H 5.181 -6.481 -8.973
H 0.565 4.060 6.195
H -2.881 1.976 -2.521
H -2.393 5.081 4.471
H 3.385 -4.988 -8.041
H -1.303 2.662 4.206
H 0.038 0.877 -0.714
H -2.499 -4.463 3.319
H 2.727 -7.280 -8.839
H -0.152 -3.842 -0.251
H -4.985 1.686 -0.318
H -2.947 3.608 -0.730
H -5.948 2.658 -2.425
H 3.000 5.567 7.480
H 2.240 3.918 5.626
H -2.183 -0.268 1.418
H 1.390 1.771 1.682
H 1.012 0.114 1.212
H -0.239 -2.004 -4.655
H -1.055 1.985 0.111
H 1.791 2.541 -0.851
H 3.224 -5.245 -0.548
H -1.051 -4.663 1.530
H 1.542 -4.856 1.155
H -3.020 0.776 2.530
H 3.020 -7.911 -7.207
H 3.357 6.019 5.118
H 0.663 -2.206 2.112
H 4.080 -3.596 -1.746
H -3.890 -2.700 3.010
H 1.728 -6.750 -7.474
H -3.580 5.302 1.807
H -0.132 -4.349 -5.822
H 1.096 5.359 2.172
H 0.039 -4.338 2.839
H 2.260 -3.302 -5.886
H -4.409 6.844 3.573
H 2.510 -3.383 1.063
H -4.653 3.868 -2.438
H 3.951 -6.327 -5.616
H -1.697 -1.234 4.148
H 1.323 -1.315 -4.276
H -0.584 -3.089 -6.922
H -0.851 -1.942 1.194
H -3.372 -0.791 4.061
H -2.813 -2.286 1.667
H -2.907 0.734 -1.277
H 0.980 4.414 4.509
H 2.238 7.148 7.579
H 1.667 -5.123 -1.345
H -1.521 -3.357 4.216
H 5.806 -5.421 -7.698
H 0.787 -2.345 -0.446
H 2.825 -2.452 -1.319
H 5.477 -7.110 -7.342
H -3.003 6.949 1.490
H 0.654 6.535 5.769
H -4.176 0.766 -2.516
H 0.584 -2.789 -2.518
H 0.256 3.211 -1.401
H -2.531 8.514 3.494
H -1.445 7.297 4.190
H -5.835 3.870 -1.138
H 1.324 5.703 8.044

The value obtained for the HOMO energy is -0.344 hartree. Its total energy is -2398.7056 hartree. As for the structure (SMILES): C#CCCC[Si@@](N)(CCCCCCCCCCCCCCC)N=C=S.CC(C)O.CC(C)O.CC(C)O.CC(C)O. Its net charge is 0. The calculation puts the lowest unoccupied orbital energy at 0.54 eV.

These are the Mulliken partial charges, in e, on atoms 1 to 5:
1. S -0.389
2. Si -0.314
3. O -0.556
4. O -0.353
5. O -0.450